ORCA calculation (wB97M-V/def2-TZVPD) on a cluster of 10 separate species, C39H76O30 in total at a distorted geometry.

```
145
C39H76O30 (wB97M-V/def2-TZVPD)
C 5.297 1.102 -3.913
C 5.304 0.709 -2.455
O 6.267 1.430 -1.673
C 5.916 2.667 -1.355
O 4.873 3.211 -1.618
O 6.840 3.183 -0.576
C 6.685 4.486 -0.072
H 4.599 1.900 -4.162
H 5.048 0.196 -4.472
H 6.264 1.387 -4.330
H 5.566 -0.348 -2.396
H 4.314 0.727 -1.998
H 6.243 5.214 -0.754
H 7.678 4.923 0.060
H 6.161 4.469 0.882
C -1.015 -1.157 1.167
C -0.728 -0.661 -0.254
O 0.627 -0.859 -0.616
C 1.549 -0.056 -0.116
O 1.375 0.865 0.624
O 2.687 -0.395 -0.735
C 3.859 0.241 -0.263
H -0.688 -2.187 1.304
H -2.060 -1.004 1.426
H -0.474 -0.506 1.854
H -1.048 0.378 -0.316
H -1.378 -1.154 -0.977
H 4.793 -0.154 -0.672
H 4.091 0.130 0.796
H 3.828 1.280 -0.590
C 0.506 -3.847 -1.637
C 0.459 -5.310 -2.019
O 1.506 -5.994 -1.325
C 1.864 -7.223 -1.641
O 2.813 -7.782 -1.193
O 0.977 -7.771 -2.523
C 1.238 -9.160 -2.741
H 0.211 -3.660 -0.604
H -0.145 -3.246 -2.275
H 1.480 -3.398 -1.835
H 0.690 -5.343 -3.087
H -0.515 -5.771 -1.872
H 0.556 -9.556 -3.489
H 1.026 -9.702 -1.819
H 2.268 -9.325 -3.044
C -3.135 -3.457 -0.964
C -3.430 -4.915 -0.596
O -3.136 -5.724 -1.744
C -4.125 -5.858 -2.611
O -5.268 -5.516 -2.546
O -3.602 -6.488 -3.681
C -4.452 -6.817 -4.761
H -3.537 -3.129 -1.921
H -2.053 -3.338 -1.026
H -3.418 -2.764 -0.168
H -4.424 -5.020 -0.169
H -2.667 -5.235 0.114
H -4.345 -6.174 -5.634
H -5.511 -6.779 -4.500
H -4.202 -7.850 -4.997
C -1.591 1.280 -4.567
C -1.746 1.499 -3.058
O -0.576 2.223 -2.573
C -0.717 3.414 -2.019
O -1.741 4.031 -1.892
O 0.448 3.875 -1.555
C 1.659 3.141 -1.450
H -1.813 2.234 -5.040
H -2.262 0.459 -4.816
H -0.575 0.979 -4.811
H -1.631 0.591 -2.476
H -2.669 2.004 -2.799
H 2.290 3.135 -2.332
H 1.425 2.130 -1.104
H 2.154 3.572 -0.581
C -7.858 -0.378 -2.205
C -6.377 -0.409 -1.920
O -6.002 0.703 -1.114
C -4.685 0.775 -0.868
O -3.795 0.201 -1.447
O -4.535 1.554 0.179
C -3.253 1.902 0.692
H -8.160 -1.328 -2.641
H -8.099 0.395 -2.937
H -8.414 -0.121 -1.301
H -5.929 -0.398 -2.918
H -6.099 -1.345 -1.431
H -3.120 1.337 1.617
H -3.217 2.957 0.952
H -2.421 1.701 0.026
C 2.899 4.175 1.091
C 3.881 5.183 1.665
O 4.442 6.008 0.664
C 5.227 7.006 1.056
O 5.364 7.384 2.190
O 5.849 7.489 -0.008
C 6.764 8.540 0.190
H 2.256 4.701 0.384
H 2.349 3.689 1.888
H 3.503 3.468 0.518
H 4.655 4.656 2.228
H 3.331 5.778 2.401
H 7.502 8.655 -0.601
H 7.311 8.387 1.120
H 6.311 9.531 0.251
C 2.845 0.236 3.678
C 3.837 1.366 4.072
O 4.453 1.869 2.905
C 5.675 1.486 2.596
O 6.411 0.801 3.251
O 5.920 1.924 1.358
C 7.177 1.622 0.781
H 2.389 -0.186 4.576
H 3.324 -0.588 3.154
H 2.073 0.781 3.137
H 4.507 0.999 4.847
H 3.190 2.123 4.512
H 7.884 2.374 1.140
H 7.171 1.586 -0.305
H 7.661 0.695 1.096
C -5.034 -0.835 2.101
C -5.915 -2.052 2.239
O -6.941 -1.718 3.172
C -8.019 -2.468 3.245
O -8.158 -3.535 2.705
O -8.919 -1.833 3.987
C -10.044 -2.573 4.423
H -4.193 -0.921 1.421
H -4.733 -0.531 3.105
H -5.680 -0.016 1.773
H -5.332 -2.882 2.647
H -6.342 -2.406 1.300
H -9.735 -3.603 4.621
H -10.935 -2.539 3.803
H -10.278 -2.226 5.431
O -2.108 0.057 4.078
C -1.507 1.035 4.405
O -1.428 1.589 5.630
C -0.503 2.698 5.584
C -0.124 2.829 4.120
O -0.636 1.624 3.561
H -1.005 3.568 5.993
H 0.365 2.351 6.146
H 0.929 3.037 3.945
H -0.679 3.636 3.632
```

The value obtained for the highest occupied orbital energy is -10.42 eV. For the total energy, the calculation gives -3788.74729 Eh. The structure (SMILES) is CCOC(=O)OC.CCOC(=O)OC.CCOC(=O)OC.CCOC(=O)OC.CCOC(=O)OC.CCOC(=O)OC.CCOC(=O)OC.CCOC(=O)OC.CCOC(=O)OC.O=C1OCCO1. The gap between HOMO and LUMO is 10.74 eV. For the energy above the lowest of the compared OMol25 structures with the same formula, charge and spin, the calculation gives 0.0 kcal per mole. Its largest force on an atom is 4.391 eV Å⁻¹.

ORCA calculation (wB97M-V/def2-TZVPD) on a structure of composition C30H29AuClN5O5 at a distorted geometry.

```
71
C30H29AuClN5O5 (wB97M-V/def2-TZVPD)
Au -1.225 0.478 -0.150
C 0.187 4.629 1.137
O -1.245 4.575 1.049
C -1.560 3.382 0.609
N -0.591 2.588 0.318
C 0.666 3.271 0.541
C 1.622 2.540 1.457
C 2.863 3.122 1.699
C 3.747 2.536 2.589
C 3.401 1.366 3.250
C 2.178 0.771 2.990
C 1.294 1.354 2.097
C -2.947 2.973 0.394
C -4.060 3.812 0.444
C -5.300 3.273 0.116
C -5.404 1.934 -0.240
C -4.241 1.163 -0.234
N -3.063 1.691 0.069
C -4.171 -0.279 -0.466
N -3.053 -0.902 -0.374
C -3.314 -2.327 -0.423
C -4.818 -2.362 -0.825
O -5.248 -0.998 -0.689
C -2.413 -3.116 -1.337
C -1.588 -2.499 -2.271
C -0.770 -3.260 -3.088
C -0.786 -4.647 -3.003
C -1.611 -5.267 -2.071
C -2.419 -4.508 -1.245
H 0.460 4.728 2.192
H 0.532 5.505 0.588
H 1.150 3.419 -0.434
H 3.122 4.045 1.201
H 4.700 3.005 2.778
H 4.077 0.922 3.966
H 1.896 -0.140 3.495
H 0.341 0.881 1.908
H -3.950 4.849 0.726
H -6.183 3.895 0.133
H -6.348 1.487 -0.515
H -3.179 -2.707 0.600
H -5.450 -2.983 -0.191
H -4.954 -2.661 -1.868
H -1.582 -1.424 -2.357
H -0.142 -2.767 -3.814
H -0.174 -5.239 -3.667
H -1.637 -6.344 -1.998
H -3.079 -4.991 -0.540
N 0.566 0.051 -1.189
C 1.728 0.016 -1.173
N 2.999 -0.007 -1.321
C 3.736 1.143 -1.815
C 4.885 1.445 -0.830
O 5.668 0.304 -0.637
C 4.931 -0.750 -0.081
C 3.811 -1.178 -1.047
H 3.070 1.998 -1.926
H 4.168 0.894 -2.790
H 4.459 1.795 0.124
H 5.545 2.210 -1.240
H 4.485 -0.452 0.880
H 5.631 -1.570 0.075
H 3.187 -1.956 -0.612
H 4.267 -1.523 -1.981
Cl 0.962 -3.792 3.216
C -0.029 -3.636 1.803
C 0.306 -2.188 1.088
O 1.404 -2.117 0.599
O -0.658 -1.436 1.179
H -1.085 -3.641 2.073
H 0.234 -4.387 1.056
```

The value obtained for the highest occupied orbital energy (alpha / beta) is -14.10 / -14.10 eV. For the total energy, the calculation gives -2405.83255 Eh. The multiplicity is 3. The gap between HOMO and LUMO (alpha / beta) is 7.57 / 4.94 eV. Its largest force on an atom is 1.757 eV Å⁻¹. As for the charge: +2.

ORCA calculation (wB97M-V/def2-TZVPD) on a structure of composition C22H16Cl2N6O6RuS2 at a distorted geometry.

```
55
C22H16Cl2N6O6RuS2 (wB97M-V/def2-TZVPD)
Ru -0.124 1.124 0.118
Cl -4.457 -2.678 -3.587
C -3.621 -2.014 -2.257
C -2.654 -1.029 -2.448
C -1.887 -0.631 -1.371
N -0.801 0.203 -1.494
C -0.170 0.450 -2.716
O -0.143 -0.375 -3.635
C 0.594 1.713 -2.688
C 1.052 2.278 -3.874
C 1.647 3.547 -3.732
C 1.617 4.222 -2.545
C 1.128 3.502 -1.380
N 0.574 2.302 -1.498
C -2.200 -1.010 0.008
C -3.224 -1.933 0.240
C -3.815 -2.513 -0.858
Cl -4.813 -3.873 -0.760
N -1.353 -0.489 0.939
C -0.957 -1.233 1.981
O -0.805 -2.476 1.960
C -0.650 -0.518 3.204
C 0.141 -1.038 4.208
C 0.433 -0.256 5.312
C -0.350 0.842 5.519
C -1.261 1.235 4.571
N -1.291 0.624 3.356
H -2.486 -0.576 -3.433
H 0.842 1.793 -4.844
H 2.049 4.051 -4.590
H 1.910 5.255 -2.494
H 1.048 3.990 -0.402
H -3.540 -2.209 1.253
H 0.597 -2.029 4.114
H 1.324 -0.555 6.013
H -0.121 1.507 6.380
H -1.952 2.028 4.765
C 3.416 -1.165 -2.132
N 2.686 -2.088 -1.224
C 2.828 -3.438 -0.951
C 2.039 -3.779 0.070
N 1.265 -2.663 0.413
C 1.797 -1.558 -0.276
S 1.891 0.020 0.231
H 2.856 -0.856 -3.006
H 4.322 -1.670 -2.477
H 3.672 -0.254 -1.591
H 3.399 -4.032 -1.578
H 1.890 -4.729 0.570
H 0.510 -2.639 1.079
O -1.686 2.245 0.518
S -1.011 3.218 1.594
O -1.836 3.291 2.739
O 0.280 2.372 1.619
O -0.598 4.489 1.065
```

The value obtained for the highest occupied orbital energy (alpha / beta) is -6.67 / -8.41 eV. For the total energy, the calculation gives -3439.53642 Eh. The multiplicity is 5. The gap between HOMO and LUMO (alpha / beta) is 5.94 / 6.00 eV. For the energy above the lowest of the compared OMol25 structures with the same formula, charge and spin, the calculation gives 6.9 kcal per mole. Its largest force on an atom is 4.450 eV Å⁻¹.

ORCA calculation (wB97M-V/def2-TZVPD) on a cluster of 2 separate species, C5H14 in total at a distorted geometry.

```
19
C5H14 (wB97M-V/def2-TZVPD)
C -1.000 -2.035 0.680
C 0.361 -1.343 0.453
C 1.447 -1.859 1.391
H -1.118 -2.907 0.023
H -1.834 -1.392 0.398
H -1.059 -2.443 1.684
H 0.646 -1.269 -0.598
H 0.091 -0.303 0.652
H 1.161 -2.859 1.726
H 2.375 -1.992 0.834
H 1.562 -1.193 2.242
C -0.101 1.833 -1.093
C -0.659 3.237 -1.358
H -0.709 1.318 -0.358
H -0.193 1.225 -1.998
H 0.957 1.856 -0.847
H 0.013 3.796 -2.006
H -0.715 3.806 -0.434
H -1.637 3.156 -1.825
```

The value obtained for the highest occupied orbital energy is -10.92 eV. For the total energy, the calculation gives -198.87357 Eh. The structure (SMILES) is CCC.CC. The gap between HOMO and LUMO is 11.99 eV. For the energy above the lowest of the compared OMol25 structures with the same formula, charge and spin, the calculation gives 9.8 kcal per mole. Its largest force on an atom is 1.704 eV Å⁻¹.

ORCA calculation (wB97M-V/def2-TZVPD) on a structure of composition C14H16MoNOS4Sb.

```
38
C14H16MoNOS4Sb (wB97M-V/def2-TZVPD)
Mo 0.164 -0.660 -0.935
O -1.504 -0.038 0.428
C -1.703 0.028 1.883
C -1.536 -1.334 2.516
C -0.216 -2.020 2.117
C 0.925 -1.047 2.142
C 1.657 -0.847 3.304
C 2.625 0.140 3.356
C 2.849 0.919 2.228
C 2.113 0.659 1.096
N 1.167 -0.302 1.043
H -2.329 0.144 -0.039
H -2.696 0.441 2.048
H -0.972 0.745 2.253
H -2.374 -1.985 2.267
H -1.564 -1.185 3.598
H -0.307 -2.466 1.125
H -0.012 -2.846 2.796
H 1.453 -1.471 4.164
H 3.199 0.299 4.259
H 3.594 1.701 2.215
H 2.298 1.217 0.188
S 1.531 -2.269 -5.238
Sb 2.135 -2.904 -3.259
S 2.139 -0.715 -1.882
S -0.699 -2.423 -1.564
S 2.705 -4.474 -1.878
C -1.775 3.029 -3.191
C -0.847 3.120 -2.159
C -0.303 1.957 -1.639
C -0.719 0.711 -2.127
C -1.657 0.622 -3.159
C -2.173 1.792 -3.690
H -2.193 3.933 -3.612
H -0.540 4.084 -1.780
H 0.431 2.040 -0.838
H -1.972 -0.339 -3.542
H -2.894 1.743 -4.495
```

The value obtained for the highest occupied orbital energy is -15.41 eV. For the total energy, the calculation gives -2573.68498 Eh. The gap between HOMO and LUMO is 6.54 eV. For the energy above the lowest of the compared OMol25 structures with the same formula, charge and spin, the calculation gives 0.4 kcal per mole. Its largest force on an atom is 0.246 eV Å⁻¹. As for the charge: +2.

ORCA calculation (wB97M-V/def2-TZVPD) on a cluster of 10 separate species, C50H60O15 in total at a distorted geometry.

```
125
C50H60O15 (wB97M-V/def2-TZVPD)
O 13.709 17.392 10.268
C 14.625 17.146 11.053
C 14.493 16.257 12.209
C 15.518 16.047 13.067
C 16.864 16.673 12.760
O 17.907 16.466 13.386
C 16.917 17.669 11.671
C 15.930 17.868 10.812
H 13.594 15.627 12.242
H 15.492 15.261 13.829
H 17.869 18.214 11.582
H 15.992 18.493 9.930
O 16.544 7.071 6.692
C 16.604 6.945 7.876
C 15.674 7.645 8.807
C 15.952 7.679 10.093
C 17.074 6.961 10.651
O 17.337 7.139 11.819
C 17.895 6.038 9.767
C 17.690 6.045 8.444
H 14.891 8.322 8.492
H 15.302 8.251 10.735
H 18.664 5.523 10.322
H 18.355 5.500 7.731
O 20.183 15.671 6.691
C 19.276 15.462 7.487
C 19.666 15.436 8.930
C 18.831 15.185 9.922
C 17.413 14.935 9.566
O 16.488 14.871 10.346
C 17.108 14.686 8.110
C 17.909 14.975 7.125
H 20.714 15.669 9.125
H 18.931 15.269 11.003
H 16.115 14.264 7.919
H 17.642 14.875 6.083
O 20.565 8.944 14.090
C 21.001 8.493 13.056
C 20.484 7.137 12.594
C 21.198 6.464 11.686
C 22.423 7.056 11.049
O 22.925 6.461 10.084
C 22.948 8.384 11.417
C 22.183 9.128 12.234
H 19.549 6.735 12.949
H 20.885 5.490 11.324
H 23.861 8.769 11.012
H 22.362 10.140 12.454
O 16.442 13.079 14.919
C 17.637 12.849 14.773
C 18.373 13.308 13.587
C 19.682 13.096 13.466
C 20.430 12.410 14.516
O 21.632 12.295 14.423
C 19.710 11.855 15.668
C 18.414 12.112 15.819
H 17.808 13.802 12.787
H 20.308 13.528 12.667
H 20.325 11.412 16.436
H 17.940 11.840 16.791
C 12.167 8.248 12.101
C 11.521 9.313 13.102
C 11.771 8.585 14.552
O 12.667 7.494 14.356
C 13.200 7.608 13.054
H 12.580 8.745 11.222
H 11.437 7.501 11.790
H 10.464 9.436 12.885
H 11.985 10.301 13.171
H 10.934 8.099 14.979
H 12.208 9.316 15.200
H 13.384 6.608 12.694
H 14.143 8.142 13.104
C 18.434 11.179 9.620
C 18.613 10.173 8.415
C 20.155 9.833 8.441
O 20.672 10.630 9.423
C 19.683 10.827 10.428
H 17.485 11.197 10.134
H 18.643 12.252 9.387
H 18.124 10.639 7.489
H 18.104 9.249 8.681
H 20.754 10.040 7.546
H 20.401 8.796 8.682
H 20.082 11.723 11.021
H 19.519 10.015 11.091
C 9.321 14.170 11.695
C 9.365 13.599 10.265
C 10.354 12.436 10.521
O 10.427 12.149 11.955
C 9.515 12.967 12.674
H 8.481 14.881 11.889
H 10.266 14.694 11.726
H 9.818 14.253 9.462
H 8.402 13.338 9.858
H 11.266 12.817 10.135
H 10.073 11.495 9.971
H 9.945 13.358 13.582
H 8.538 12.479 12.923
C 12.313 13.160 15.466
C 12.776 13.384 16.894
C 13.706 14.522 16.795
O 13.364 15.272 15.611
C 12.255 14.560 14.979
H 11.299 12.742 15.549
H 12.966 12.487 14.899
H 13.324 12.566 17.346
H 11.985 13.690 17.596
H 14.670 14.180 16.523
H 13.724 15.240 17.630
H 12.312 14.759 13.903
H 11.383 15.000 15.410
C 13.957 12.688 11.032
C 15.061 12.204 12.044
C 15.220 10.747 11.590
O 14.748 10.595 10.217
C 14.149 11.808 9.782
H 13.950 13.739 10.732
H 12.992 12.475 11.488
H 14.803 12.256 13.098
H 15.918 12.824 11.791
H 14.666 10.087 12.210
H 16.292 10.431 11.566
H 13.237 11.586 9.311
H 14.905 12.314 9.224
```

The value obtained for the highest occupied orbital energy is -9.45 eV. For the total energy, the calculation gives -3069.48477 Eh. The structure (SMILES) is O=C1C=CC(=O)C=C1.O=C1C=CC(=O)C=C1.O=C1C=CC(=O)C=C1.O=C1C=CC(=O)C=C1.O=C1C=CC(=O)C=C1.C1CCOC1.C1CCOC1.C1CCOC1.C1CCOC1.C1CCOC1. The gap between HOMO and LUMO is 7.59 eV. For the energy above the lowest of the compared OMol25 structures with the same formula, charge and spin, the calculation gives 0.0 kcal per mole. Its largest force on an atom is 2.876 eV Å⁻¹.

ORCA calculation (wB97M-V/def2-TZVPD) on a structure of composition C6H14ILaN2O2PTa at a distorted geometry.

```
28
C6H14ILaN2O2PTa (wB97M-V/def2-TZVPD)
C -3.046 -0.785 -0.175
C -1.782 0.229 0.091
Ta 0.094 -1.157 0.342
N 1.541 0.370 -0.002
C 1.202 1.665 -0.005
C 0.355 2.566 1.062
C 1.906 2.569 -1.230
O 0.218 -0.754 2.495
C 1.660 -1.022 2.785
N 2.902 -1.412 2.973
P -0.178 -1.650 -2.245
O -0.096 -3.405 -2.440
I 1.790 -0.737 -3.425
H -3.007 -1.613 0.685
H -2.827 -1.336 -1.181
H -4.092 -0.272 -0.103
H -1.647 1.071 -0.706
H -1.958 0.719 1.159
H 1.500 -2.409 0.431
H -1.042 -2.543 0.764
H 0.941 3.578 1.299
H -0.032 2.012 2.015
H -0.626 2.924 0.485
H 1.838 3.715 -1.049
H 3.066 2.299 -1.114
H 1.607 2.207 -2.298
H 0.407 -3.623 -3.296
La -0.693 -3.211 2.685
```

The value obtained for the highest occupied orbital energy is -13.72 eV. For the total energy, the calculation gives -1223.67436 Eh. The gap between HOMO and LUMO is 4.14 eV. For the energy above the lowest of the compared OMol25 structures with the same formula, charge and spin, the calculation gives 168.3 kcal per mole. Its largest force on an atom is 11.732 eV Å⁻¹. As for the charge: +2.

ORCA calculation (wB97M-V/def2-TZVPD) on a cluster of 2 separate species, C5H9NO in total at a distorted geometry.

```
16
C5H9NO (wB97M-V/def2-TZVPD)
C 1.622 -0.831 -0.614
C 0.379 -0.040 -0.350
C 0.376 1.441 -0.528
N -0.775 -0.684 -0.199
C -2.024 -0.249 0.018
C -0.470 0.369 2.352
O -0.451 -0.511 3.077
H 2.454 -0.481 0.011
H 1.957 -0.750 -1.659
H 1.482 -1.899 -0.400
H 1.335 1.860 -0.203
H -0.409 1.923 0.065
H 0.227 1.729 -1.581
H -0.674 -1.694 -0.144
H -2.245 0.802 -0.075
H -2.784 -0.984 0.231
```

The value obtained for the highest occupied orbital energy (alpha / beta) is -6.50 / -6.49 eV. For the total energy, the calculation gives -325.82801 Eh. The gap between HOMO and LUMO (alpha / beta) is 7.43 / 7.43 eV. For the energy above the lowest of the compared OMol25 structures with the same formula, charge and spin, the calculation gives 68.7 kcal per mole. Its largest force on an atom is 1.360 eV Å⁻¹.